The following is a DFT calculation (ωB97M-V/def2-TZVPD) of an isolated molecule of C24H34N2O6.

Element x y z (Å)
C  8.20  2.08  2.17
C  8.26  0.72  2.86
O  6.98  0.34  3.37
C  6.12  -0.23  2.52
O  6.37  -0.45  1.37
C  4.83  -0.59  3.24
C  3.60  -0.13  2.46
C  3.39  -0.96  1.19
N  3.33  -2.36  1.52
C  2.21  -3.12  1.54
O  2.17  -4.22  2.06
C  1.01  -2.57  0.83
C  1.05  -2.27  -0.53
C  -0.09  -1.85  -1.20
C  -1.29  -1.72  -0.51
O  -2.48  -1.33  -1.05
C  -2.55  -0.94  -2.41
C  -4.04  -0.99  -2.80
C  -4.83  0.07  -2.04
N  -4.28  1.38  -2.30
C  -4.79  2.36  -3.09
O  -4.13  3.32  -3.42
C  -6.25  2.22  -3.51
C  -7.21  2.45  -2.35
O  -7.12  3.79  -1.95
C  -7.95  4.10  -0.86
C  -2.90  1.49  -1.87
C  -2.02  0.49  -2.62
C  -1.34  -2.04  0.84
C  -0.20  -2.47  1.50
C  4.53  -2.85  2.16
C  4.77  -2.11  3.47
H  9.19  2.37  1.85
H  7.55  2.02  1.30
H  7.81  2.83  2.85
H  8.92  0.75  3.73
H  8.60  -0.04  2.16
H  4.87  -0.08  4.21
H  3.69  0.93  2.20
H  2.72  -0.24  3.11
H  2.47  -0.64  0.70
H  4.23  -0.79  0.51
H  1.97  -2.38  -1.07
H  -0.01  -1.63  -2.25
H  -2.00  -1.65  -3.04
H  -4.43  -1.98  -2.57
H  -4.12  -0.82  -3.88
H  -5.88  0.02  -2.32
H  -4.75  -0.13  -0.97
H  -6.44  1.25  -3.97
H  -6.43  3.00  -4.25
H  -8.25  2.22  -2.67
H  -6.98  1.79  -1.50
H  -7.70  3.51  0.02
H  -7.80  5.16  -0.65
H  -9.01  3.93  -1.11
H  -2.56  2.51  -2.06
H  -2.85  1.28  -0.79
H  -0.99  0.56  -2.26
H  -2.03  0.72  -3.69
H  -2.28  -1.95  1.36
H  -0.25  -2.73  2.55
H  4.40  -3.91  2.34
H  5.37  -2.69  1.48
H  5.69  -2.46  3.93
H  3.94  -2.32  4.15

Output
Gap between HOMO and LUMO (eV): 9.2
SMILES: CCOC(=O)C1CCN(C(=O)c2ccc(OC3CCN(C(=O)CCOC)CC3)cc2)CC1
LUMO (eV): 0.633
Multiplicity: 1
Energy above the lowest of the compared OMol25 structures with the same formula, charge and spin (eV): 0.108

The following is a DFT calculation (ωB97M-V/def2-TZVPD) of a structure of composition C3H5O2 in a non-equilibrium geometry.

Element x y z (Å)
C  -2.00  1.61  2.64
C  0.20  0.07  0.21
C  -0.56  0.57  -0.68
O  -2.42  0.81  1.75
O  -0.90  2.17  2.69
H  0.29  0.03  1.27
H  0.72  -0.75  -0.31
H  -2.76  1.85  3.71
H  -0.37  0.40  -1.71
H  -1.42  1.19  -0.29

Output
Gap between HOMO and LUMO (eV): 8.4
LUMO (eV): 4.384
Net charge: -1
Multiplicity: 1
Energy above the lowest of the compared OMol25 structures with the same formula, charge and spin (eV): 2.241